Entry 1:
Entry from OMol25: the molecule B3H6N3 (wB97M-V/def2-TZVPD).

The geometry in XYZ format:
```
12
Properties=species:S:1:pos:R:3
N -0.213 1.304 -0.610
N 0.415 -1.149 -0.901
N -0.083 -0.240 1.349
B -0.019 0.157 -1.411
B 0.625 -1.185 0.515
B -0.486 0.987 0.741
H -0.666 1.876 1.561
H -0.140 -1.945 -1.128
H -0.307 2.246 -0.965
H 1.497 -1.768 1.087
H -0.232 -0.307 2.314
H -0.392 0.023 -2.551
```

Calculated values
- SMILES string = B1NBNBN1
- net charge = 0
- frontier orbital gap (eV) = 10.6
- energy above the lowest of the compared OMol25 structures with the same formula, charge and spin (kJ/mol) = 16.1
- E_tot (eV) = -6601.4720
- largest force on an atom (eV Å⁻¹) = 2.926
- multiplicity = 1

---

Entry 2:
Entry from OMol25: a 2-piece molecular cluster, C4H10NO3 overall (wB97M-V/def2-TZVPD).

The geometry in XYZ format:
```
18
Properties=species:S:1:pos:R:3
O -1.834 -0.564 -1.321
O -2.738 -0.588 0.808
O -0.238 -1.905 -0.287
N -0.425 -0.777 0.497
C -1.641 -0.146 -0.087
C -1.705 1.431 0.195
C 2.184 -0.931 0.049
C 1.300 0.309 0.004
H -2.783 1.581 0.637
H -2.899 -1.518 0.703
H 3.115 -0.702 0.403
H 2.464 -1.321 -0.979
H 1.450 1.008 0.833
H 1.038 0.908 -0.813
H 1.832 -1.808 0.604
H -0.833 -1.581 -1.135
H -0.949 1.679 0.940
H -1.657 1.916 -0.729
```

Calculated values
- net charge = -1
- frontier orbital gap (alpha / beta) (eV) = 7.5 / 7.5
- energy above the lowest of the compared OMol25 structures with the same formula, charge and spin (kJ/mol) = 579.2
- E_tot (eV) = -11939.3942
- largest force on an atom (eV Å⁻¹) = 4.562
- multiplicity = 1

---

Entry 3:
Entry from OMol25: the molecule C7H12N2O3S (wB97M-V/def2-TZVPD).

The geometry in XYZ format:
```
25
Properties=species:S:1:pos:R:3
S -0.626 -1.176 -0.417
O 3.542 1.279 -0.274
O -1.694 -1.112 -1.396
O -0.249 -2.391 0.153
N 0.764 -0.548 -1.345
N 1.843 -0.313 -0.495
C -0.781 -0.822 2.224
C -1.534 -0.290 3.389
C 1.712 1.482 -1.797
C -0.934 0.016 0.999
C -0.338 0.783 -3.173
C 2.532 0.877 -0.779
C 0.725 0.581 -2.126
H -2.635 -0.408 3.362
H -1.308 0.707 3.685
H -1.378 0.753 -2.791
H -0.147 -0.077 -3.845
H 0.335 -0.927 2.592
H 2.333 -1.135 -0.162
H -1.137 -0.783 4.263
H 2.027 2.263 -2.337
H -1.890 0.560 0.873
H -0.981 -1.806 1.955
H -0.104 0.663 0.897
H -0.078 1.824 -3.456
```

Calculated values
- SMILES string = CCCS(=O)(=O)n1[nH]c(=O)cc1C
- net charge = 0
- frontier orbital gap (eV) = 9.7
- energy above the lowest of the compared OMol25 structures with the same formula, charge and spin (kJ/mol) = 260.2
- E_tot (eV) = -27409.1587
- largest force on an atom (eV Å⁻¹) = 4.942
- multiplicity = 1

---

Entry 4:
Entry from OMol25: C25H18BF4N10O7S2W as an isolated structure (wB97M-V/def2-TZVPD).

The geometry in XYZ format:
```
68
Properties=species:S:1:pos:R:3
W 0.170 -0.165 0.044
S -1.778 2.470 -0.687
S -1.607 0.439 1.950
F 4.171 0.760 0.041
F 1.959 0.739 -0.831
F 2.772 -0.983 0.403
F 3.690 -0.674 -1.665
O 0.358 -1.648 1.271
O -0.129 -2.058 3.707
O -1.637 -3.558 4.013
O 1.074 -3.423 -2.306
O 0.964 -1.574 -1.109
O -0.855 -7.759 1.605
O -0.091 -7.610 -0.400
N -0.241 1.945 -0.079
N -0.711 -3.080 3.401
N 1.283 0.835 1.661
N -3.228 -1.483 2.763
N -0.404 -7.149 0.670
N -2.384 -1.770 0.649
N -0.426 0.194 -2.071
N 0.441 4.142 0.501
N -1.604 -1.217 -0.322
N 0.855 -2.897 -1.218
C 0.250 -4.983 -0.229
C -0.193 6.187 -0.601
C -0.314 -3.739 2.189
C -1.271 -1.096 -3.955
C -1.836 -1.605 -1.579
C -0.401 4.833 -0.383
C -2.460 -1.079 1.756
C -0.221 -5.713 0.845
C -2.052 6.235 -2.118
C 1.952 0.224 2.648
C -1.032 6.890 -1.451
C -0.597 -0.283 -4.832
C 0.439 -3.601 -0.110
C -2.252 4.876 -1.924
C 3.250 2.175 3.115
C 1.500 2.178 1.477
C 2.926 0.848 3.398
C -1.176 -0.852 -2.572
C -0.540 -5.106 2.052
C 0.190 -2.942 1.137
C 0.132 0.800 -4.325
C 0.177 0.999 -2.965
C 0.546 2.797 0.580
C 2.510 2.853 2.172
C -1.443 4.184 -1.044
B 3.376 -0.140 -0.512
H 1.680 -0.807 2.841
H 0.469 -5.469 -1.171
H -0.948 -5.683 2.869
H 3.428 0.306 4.180
H 0.714 1.849 -2.555
H -3.253 -0.937 3.609
H -2.698 6.779 -2.786
H 0.670 1.464 -4.982
H -0.883 7.948 -1.582
H 0.621 6.684 -0.096
H 1.117 4.711 0.994
H -3.052 4.353 -2.422
H -3.707 -2.369 2.726
H -2.551 -2.390 -1.780
H 4.052 2.665 3.641
H -0.621 -0.473 -5.892
H 2.726 3.885 1.944
H -1.860 -1.932 -4.296
```

Calculated values
- net charge = +1
- frontier orbital gap (alpha / beta) (eV) = 4.6 / 5.8
- energy above the lowest of the compared OMol25 structures with the same formula, charge and spin (kJ/mol) = 117.1
- E_tot (eV) = -90486.1455
- largest force on an atom (eV Å⁻¹) = 5.218
- multiplicity = 1

---

Entry 5:
Entry from OMol25: C38H50As3CdN2O18S5 as an isolated structure (wB97M-V/def2-TZVPD).

The geometry in XYZ format:
```
117
Properties=species:S:1:pos:R:3
Cd 0.685 0.959 -0.517
As -2.494 -4.805 1.501
As -1.330 2.741 1.363
As -0.612 -1.672 1.058
S -0.554 2.605 -3.376
S 2.975 3.726 -1.298
S -2.223 0.023 -1.859
S 0.909 -0.452 -3.123
S 1.960 3.029 2.140
O 3.184 3.902 1.273
O 2.567 2.943 3.426
O 2.512 4.373 0.104
O -1.876 -0.068 3.731
O -0.817 0.058 0.820
O -5.222 -3.248 2.961
O 1.953 1.863 1.300
O 0.674 -3.959 -1.436
O 2.477 2.391 -1.512
O -0.168 2.136 2.648
O -3.897 -0.431 2.823
O 0.194 -6.132 -1.510
O 1.142 -5.175 3.369
O 4.373 3.939 -1.486
O -1.019 -4.943 3.910
O 5.563 -4.284 0.616
O -3.775 -3.129 4.612
O -0.439 2.794 -0.105
N 3.667 -2.257 0.865
N 2.336 -0.670 -0.461
C 4.237 -4.492 0.126
C 1.149 0.727 -4.470
C -5.463 -3.049 1.570
C 0.339 -4.957 -0.787
C -0.011 1.656 -4.813
C -1.579 -1.517 -2.551
C 0.706 -1.648 2.537
C 0.805 5.356 -1.765
C 0.836 4.485 2.172
C -0.428 7.225 -4.829
C 5.047 -2.011 1.271
C -0.525 -4.937 1.626
C 1.493 5.637 2.582
C -0.006 -5.037 3.018
C -0.227 -7.272 -0.783
C 0.769 6.813 2.718
C -0.531 -1.406 -3.650
C 1.998 4.838 -2.248
C -2.341 2.334 -3.376
C 0.298 -5.050 0.601
C 2.428 5.084 -3.543
C 1.643 5.869 -4.372
C -2.590 -0.720 3.010
C -3.955 -3.150 3.423
C -0.591 6.827 2.451
C -0.652 -4.922 5.286
C 0.447 6.415 -3.914
C 5.958 -2.935 0.476
C -1.229 5.655 2.068
C -2.660 -4.208 -0.367
C -2.184 -1.928 2.239
C 0.051 6.157 -2.605
C 2.981 -1.382 0.184
C -0.529 4.465 1.934
C -2.828 0.885 -3.330
C -2.854 -3.067 2.411
C 3.233 -3.665 0.897
C -4.367 0.693 3.567
H 4.018 -5.551 0.239
H -2.391 -2.161 -2.896
H -0.850 1.096 -5.224
H -2.299 5.663 1.885
H -0.200 1.164 2.656
H -2.674 2.861 -2.479
H -5.405 0.827 3.274
H -2.524 0.348 -4.228
H -2.792 2.840 -4.234
H 1.233 -2.603 2.595
H 1.279 7.714 3.035
H 2.553 5.628 2.791
H 0.449 5.103 -0.776
H 3.368 4.678 -3.894
H -3.920 0.895 -3.336
H -0.884 6.564 -2.239
H -0.193 -2.415 -3.892
H 3.181 -3.986 1.940
H 1.458 0.185 -5.367
H -0.933 -0.958 -4.558
H 5.292 -0.963 1.104
H -3.782 1.579 3.324
H 1.970 6.066 -5.386
H -0.262 -8.095 -1.494
H 1.418 -0.850 2.315
H 0.470 -7.508 0.025
H 0.223 -1.433 3.487
H -4.914 -2.186 1.194
H 2.009 1.315 -4.141
H 6.985 -2.863 0.835
H 4.194 -4.230 -0.939
H -1.222 -7.132 -0.349
H -1.587 -4.923 5.837
H -6.532 -2.871 1.480
H -3.032 -3.184 -0.404
H -5.199 -3.941 1.000
H -4.294 0.494 4.635
H -0.092 -4.013 5.509
H -3.360 -4.867 -0.881
H -1.124 -2.015 -1.693
H -0.913 8.040 -4.292
H 0.142 7.647 -5.656
H 5.933 -2.643 -0.584
H 2.236 -3.754 0.466
H -0.039 -5.788 5.533
H 0.321 2.340 -5.598
H 5.132 -2.229 2.339
H -1.214 6.595 -5.252
H -1.155 7.746 2.557
H -1.690 -4.252 -0.868
```

Calculated values
- net charge = -1
- frontier orbital gap (eV) = 6.2
- energy above the lowest of the compared OMol25 structures with the same formula, charge and spin (kJ/mol) = 508.0
- E_tot (eV) = -321304.4652
- largest force on an atom (eV Å⁻¹) = 0.828
- multiplicity = 1

---

Entry 6:
Entry from OMol25: a 2-piece molecular cluster, C4H8NO3 overall (wB97M-V/def2-TZVPD).

The geometry in XYZ format:
```
16
Properties=species:S:1:pos:R:3
O 0.604 -0.767 -1.483
O -0.707 -2.182 1.808
O -0.608 1.077 -1.023
N 0.267 0.814 -3.084
C 0.200 0.018 2.300
C 0.538 1.464 2.031
C -0.380 -0.834 1.395
C 0.082 0.327 -1.778
H 0.396 -0.386 3.303
H -0.536 -2.731 1.027
H -0.629 -0.567 0.358
H -0.511 1.374 -3.397
H 0.557 1.694 0.936
H 0.622 0.143 -3.770
H 1.501 1.802 2.481
H -0.226 2.105 2.541
```

Calculated values
- net charge = -1
- frontier orbital gap (eV) = 8.3
- energy above the lowest of the compared OMol25 structures with the same formula, charge and spin (kJ/mol) = 170.6
- E_tot (eV) = -11911.5255
- largest force on an atom (eV Å⁻¹) = 2.220
- multiplicity = 1

---

Entry 7:
Entry from OMol25: C20H43FeN2O6 as an isolated structure (wB97M-V/def2-TZVPD).

The geometry in XYZ format:
```
72
Properties=species:S:1:pos:R:3
Fe 1.413 6.511 -36.074
O 0.352 8.321 -36.351
O 3.222 7.691 -35.682
O -0.560 5.589 -35.431
O 2.022 7.081 -34.040
O 2.360 4.660 -35.907
O 1.724 6.519 -38.308
N -1.830 5.616 -36.176
N 2.870 6.436 -39.237
C 3.061 5.134 -39.942
C 4.443 6.395 -41.764
C -2.011 4.403 -37.084
C -3.558 5.733 -34.291
C 3.157 8.972 -39.115
C 3.137 7.521 -34.402
C -3.247 4.634 -37.985
C 2.923 7.753 -40.074
C -0.856 4.273 -38.102
C -4.111 6.503 -36.574
C 1.959 4.678 -40.925
C -4.468 5.202 -37.267
C 4.219 7.699 -40.944
C -2.970 6.392 -35.575
C 4.289 7.733 -33.430
C 3.391 3.994 -39.002
C -2.549 7.852 -35.135
C -2.210 3.128 -36.211
C 4.345 5.161 -40.802
C 1.669 8.059 -40.988
H -4.881 4.505 -36.539
H -2.787 5.567 -33.538
H -3.201 3.091 -35.758
H 2.253 3.773 -36.251
H -2.047 2.260 -36.849
H -1.486 2.998 -35.406
H 5.231 7.654 -33.974
H 3.639 3.050 -39.488
H 3.281 4.709 -35.652
H 4.217 4.188 -38.317
H 4.275 6.931 -32.691
H 5.294 5.152 -40.264
H 4.203 8.692 -32.919
H 2.499 3.841 -38.395
H 2.032 5.176 -41.892
H 1.739 9.059 -41.414
H 2.327 9.214 -38.451
H -3.433 8.415 -34.835
H 0.954 4.810 -40.523
H 0.059 4.244 -37.512
H -0.860 3.396 -38.749
H 4.047 8.495 -41.669
H -1.843 7.787 -34.308
H 1.356 7.337 -41.742
H -3.075 5.356 -38.783
H 3.785 6.320 -42.630
H 3.508 9.890 -39.586
H -0.198 8.491 -37.116
H 5.160 7.928 -40.444
H 0.203 9.072 -35.776
H -5.322 5.213 -37.944
H -4.929 6.830 -35.932
H -3.939 7.243 -37.356
H 4.447 4.242 -41.379
H -2.096 8.460 -35.918
H -3.590 3.697 -38.425
H 4.019 8.681 -38.516
H 2.022 3.596 -41.045
H 5.400 6.461 -42.282
H -0.741 5.195 -38.672
H -3.964 4.778 -34.625
H -4.359 6.299 -33.815
H 0.717 8.100 -40.458
```

Calculated values
- <S²> = 8.77
- net charge = 0
- frontier orbital gap (alpha / beta) (eV) = 7.2 / 5.4
- E_tot (eV) = -71085.4664
- largest force on an atom (eV Å⁻¹) = 2.539
- multiplicity = 6

---

Entry 8:
Entry from OMol25: a 3-piece molecular cluster, C27H59BN7O10P2 overall (wB97M-V/def2-TZVPD).

The geometry in XYZ format:
```
106
Properties=species:S:1:pos:R:3
P -1.247 -3.625 -6.527
P 0.746 5.018 6.728
O 0.799 4.218 5.403
O 2.935 0.391 -4.714
O 0.234 3.155 2.491
O -0.533 -3.113 1.881
O -2.358 -0.162 1.376
O -0.133 -4.404 -5.785
O -0.402 -0.751 2.638
O -4.114 -2.336 -0.409
O 3.953 -1.726 -3.548
O -3.667 -0.564 -1.977
N 1.612 3.794 7.596
N -0.962 4.694 6.870
N -2.485 -4.697 -5.961
N 1.876 -0.633 -2.511
N -2.528 -2.731 -7.380
N 0.685 5.937 8.251
N -0.660 -4.219 -8.058
C -0.105 -0.529 0.003
C -1.972 -1.806 -8.414
C 1.423 3.435 9.002
C -1.656 4.234 5.645
C -0.325 7.037 8.202
C 1.719 1.421 1.211
C -1.598 4.031 7.994
C 0.807 -3.581 1.489
C -0.077 3.144 0.003
C -1.054 -0.477 1.339
C 0.618 -1.489 -2.538
C 0.969 2.879 1.239
C 4.991 -1.347 -2.554
C -0.489 -2.171 3.011
C 2.217 0.311 -1.340
C 3.048 3.771 7.287
C -3.304 -1.809 -6.515
C 1.935 6.670 8.570
C -0.468 -1.500 -1.267
C 0.711 -4.781 -8.072
C -1.759 -2.501 -1.386
C -2.829 -4.490 -4.547
C -3.692 -5.085 -6.691
C -3.223 -1.775 -1.271
C -1.441 -4.977 -9.019
C 4.816 -2.070 -1.094
C 1.254 0.423 -0.004
B 2.924 -0.632 -3.649
H -1.383 4.844 4.775
H -3.470 -5.501 -7.671
H -2.386 -4.487 -9.265
H 5.810 -2.536 -0.658
H 2.741 6.005 8.868
H -4.409 -4.270 -6.829
H -1.642 -3.369 -0.610
H -1.430 -2.430 3.699
H 3.567 4.667 7.648
H 3.036 -0.035 -5.622
H -4.231 -5.881 -6.167
H 4.473 -1.223 -0.330
H -3.493 -5.270 -4.163
H -1.419 3.184 5.431
H 3.214 0.958 -1.383
H -2.775 -1.245 -8.908
H -0.914 -5.049 -9.978
H -1.712 -2.984 -2.476
H -1.330 4.486 8.951
H -0.664 4.155 0.217
H 1.823 3.708 1.151
H 1.109 -4.870 -9.089
H -1.933 -4.499 -3.921
H 3.975 -2.887 -1.063
H -3.966 -2.337 -5.834
H 1.339 -2.935 0.671
H 0.442 -2.154 -3.507
H 3.216 3.732 6.208
H 3.551 2.900 7.718
H -1.631 -6.001 -8.668
H 0.672 -4.666 1.014
H -4.206 -0.058 -1.272
H -2.745 4.321 5.731
H -0.879 2.298 -0.110
H 1.793 7.339 9.432
H 0.500 2.524 3.223
H -3.316 -3.524 -4.374
H 0.729 -5.779 -7.617
H 0.391 3.181 9.231
H -1.369 2.957 8.014
H -1.354 6.689 8.092
H 1.417 -4.134 -7.538
H -2.644 -1.163 -5.937
H 1.740 4.210 9.706
H 0.569 3.263 -0.984
H 4.997 -0.182 -2.435
H -1.454 -2.315 -9.229
H 6.078 -1.639 -2.947
H 1.993 2.536 9.259
H 2.884 1.617 1.092
H 0.454 -2.386 3.710
H -0.117 7.722 7.371
H -1.269 -1.095 -7.965
H -2.689 4.135 7.940
H -0.327 7.609 9.138
H 2.266 7.269 7.722
H -3.973 -1.172 -7.116
H 1.597 0.897 2.274
H 1.564 -3.709 2.380
```

Calculated values
- net charge = +1
- frontier orbital gap (eV) = 4.6
- E_tot (eV) = -79091.7228
- largest force on an atom (eV Å⁻¹) = 9.444
- multiplicity = 1